# 1
100
Properties=species:S:1:pos:R:3:lowdin_charge:R:1 method="wB97M-V/def2-TZVPD" de_lowest_kj_mol=13.70 orbital_gap_ev=8.072 e_homo_ev=-7.64 e_tot_ev=-51632.120
C -1.661 4.243 0.530 -0.156
C -2.702 5.059 1.002 -0.098
C -2.180 6.352 0.890 -0.138
N -0.919 6.268 0.393 -0.006
C -0.561 4.960 0.136 -0.109
H -1.720 3.180 0.324 0.067
H -3.704 4.818 1.303 0.090
H -2.620 7.291 1.179 0.104
H -0.341 7.069 0.213 0.143
H 0.313 4.692 -0.429 0.103
C 4.849 -0.309 -5.834 -0.118
C 5.747 -0.932 -4.968 -0.131
C 5.162 -1.032 -3.721 -0.152
N 3.902 -0.529 -3.848 0.006
C 3.664 -0.114 -5.121 -0.125
H 5.035 -0.114 -6.877 0.085
H 6.734 -1.235 -5.281 0.089
H 5.600 -1.356 -2.795 0.097
H 3.237 -0.507 -3.092 0.072
H 2.690 0.286 -5.348 0.094
C -4.203 -4.727 0.980 -0.120
C -3.656 -4.066 2.105 -0.107
C -4.194 -4.665 3.217 -0.141
N -5.113 -5.586 2.803 -0.005
C -5.141 -5.621 1.421 -0.133
H -3.984 -4.594 -0.068 0.090
H -2.863 -3.341 2.042 0.073
H -4.011 -4.575 4.276 0.105
H -5.537 -6.305 3.358 0.140
H -5.832 -6.308 0.964 0.104
C 1.037 2.390 -3.845 -0.122
C 0.242 2.829 -4.919 -0.122
C 0.625 4.127 -5.201 -0.150
N 1.681 4.452 -4.425 0.012
C 1.964 3.384 -3.604 -0.123
H 0.953 1.447 -3.332 0.062
H -0.560 2.263 -5.365 0.086
H 0.148 4.862 -5.832 0.107
H 2.144 5.336 -4.492 0.144
H 2.792 3.422 -2.914 0.107
C 4.050 -3.621 -1.775 -0.091
C 2.803 -4.325 -1.155 -0.256
C 3.104 -5.715 -0.586 -0.198
C 3.174 -6.713 -1.645 -0.234
N 3.224 -7.466 -2.512 0.143
H 4.771 -3.809 -0.971 0.072
H 3.880 -2.553 -1.829 0.031
H 4.474 -4.059 -2.674 0.080
H 1.959 -4.440 -1.840 0.109
H 2.483 -3.587 -0.417 0.087
H 2.329 -5.909 0.154 0.117
H 4.077 -5.687 -0.090 0.113
C -4.329 1.244 -4.930 -0.101
C -4.090 2.572 -4.219 -0.250
C -2.952 2.523 -3.195 -0.169
C -3.322 1.845 -1.938 -0.240
N -3.555 1.341 -0.934 0.162
H -3.557 1.066 -5.685 0.072
H -5.237 1.327 -5.525 0.075
H -4.309 0.414 -4.225 0.076
H -5.008 2.881 -3.716 0.109
H -3.913 3.342 -4.971 0.107
H -2.553 3.451 -2.777 0.123
H -2.154 1.839 -3.506 0.105
C -2.666 1.028 3.803 -0.108
C -2.530 2.461 4.251 -0.260
C -1.350 2.700 5.200 -0.181
C -0.050 2.604 4.511 -0.223
N 0.969 2.529 3.986 0.145
H -1.850 0.796 3.102 0.055
H -3.530 0.854 3.157 0.079
H -2.655 0.263 4.577 0.081
H -3.448 2.693 4.804 0.110
H -2.485 3.198 3.448 0.097
H -1.380 1.908 5.952 0.116
H -1.455 3.658 5.704 0.116
C 0.010 -1.592 1.387 -0.099
C -1.143 -0.953 0.617 -0.234
C -0.658 0.109 -0.422 -0.168
C 0.519 -0.341 -1.166 -0.203
N 1.413 -0.693 -1.785 0.180
H 0.513 -0.843 2.002 0.069
H 0.775 -1.994 0.722 0.050
H -0.359 -2.384 2.039 0.069
H -1.858 -0.525 1.315 0.084
H -1.668 -1.674 -0.012 0.108
H -0.412 1.029 0.112 0.113
H -1.503 0.313 -1.073 0.064
C 3.130 -1.404 4.357 -0.108
C 2.576 -0.479 5.439 -0.267
C 3.085 -0.875 6.822 -0.198
C 2.437 -2.081 7.368 -0.231
N 1.951 -3.007 7.840 0.135
H 2.746 -2.419 4.497 0.075
H 4.214 -1.455 4.258 0.076
H 2.735 -1.129 3.376 0.058
H 1.487 -0.498 5.422 0.103
H 2.906 0.534 5.206 0.097
H 3.004 -0.087 7.573 0.115
H 4.166 -1.022 6.752 0.118

***

# 2
11
Properties=species:S:1:pos:R:3:lowdin_charge:R:1 method="wB97M-V/def2-TZVPD" de_lowest_kj_mol=131.22 orbital_gap_ev=12.812 e_homo_ev=-16.17 total_charge=+1 e_tot_ev=-6171.146
C 0.053 -1.635 -0.217 -0.283
N -0.380 -0.530 0.200 0.181
N 0.588 2.006 -0.040 0.052
O -0.473 -2.731 0.007 0.193
H 0.956 -1.718 -0.817 0.176
H -0.027 0.580 0.049 0.106
H -1.182 -0.500 0.851 0.154
H 0.101 2.543 -0.674 0.023
H 1.595 2.212 -0.297 0.118
H 0.206 2.575 0.735 0.093
H -1.436 -2.801 0.203 0.187

***

# 3
27
Properties=species:S:1:pos:R:3:lowdin_charge:R:1 method="wB97M-V/def2-TZVPD" de_lowest_kj_mol=535.43 orbital_gap_ev="7.257 / 7.339" e_homo_ev="-7.47 / -7.99" e_tot_ev=-20523.338
C -0.857 1.396 -0.191 -0.176
C 0.199 0.921 0.547 -0.020
C -2.164 0.965 0.254 -0.149
C 1.974 0.753 -2.055 -0.166
C 1.135 -1.802 -0.538 -0.196
C 3.310 -0.085 0.693 -0.212
C -3.433 1.134 -0.534 -0.205
C -2.276 0.253 1.628 -0.163
O -4.072 -0.140 -0.783 -0.065
O -3.541 -0.519 1.671 -0.119
Si 1.666 -0.009 -0.311 0.519
H -0.799 2.173 -0.903 0.089
H 1.094 1.218 -2.446 0.008
H 2.713 1.508 -1.949 0.008
H 2.340 -0.027 -2.700 0.021
H 0.955 -2.249 0.380 -0.010
H 0.105 -1.834 -0.911 0.027
H 1.709 -2.423 -1.304 0.064
H 3.651 0.902 1.013 0.011
H 3.281 -0.779 1.644 0.063
H 3.968 -0.664 0.015 0.022
H -3.248 1.632 -1.474 0.109
H -4.109 1.815 0.070 0.144
H -2.154 0.873 2.533 0.125
H -1.437 -0.491 1.629 0.108
H -4.812 -0.209 -0.206 0.054
H -3.483 -1.259 2.337 0.111

***

# 4
120
Properties=species:S:1:pos:R:3:lowdin_charge:R:1 method="wB97M-V/def2-TZVPD" de_lowest_kj_mol=913.39 orbital_gap_ev=9.451 e_homo_ev=-10.06 e_tot_ev=-83196.349
H -3.427 1.853 4.992 0.055
H -2.213 2.946 5.004 0.053
O -2.517 2.056 4.782 -0.048
H 0.023 -1.454 -6.503 0.057
H -0.249 -0.444 -5.404 0.025
O -0.514 -1.320 -5.706 -0.060
H -6.038 -2.034 0.178 0.026
H -6.029 -2.188 -1.291 0.050
O -6.286 -1.541 -0.629 -0.048
H 0.200 -3.759 0.973 0.047
H -0.422 -3.291 2.114 -0.001
O 0.127 -2.907 1.484 -0.081
H 2.011 2.148 -2.777 0.006
H 1.847 2.901 -4.118 0.064
O 2.195 2.095 -3.717 -0.052
H 3.419 5.359 0.532 0.001
O 4.152 5.224 -0.088 -0.082
H 0.680 -1.105 0.773 0.027
O -0.074 -0.863 0.230 -0.066
H 4.590 -1.852 -0.559 0.009
H 4.837 -0.437 -0.152 0.043
O 4.535 -1.275 0.240 -0.057
H 3.411 4.627 2.825 0.062
H 2.157 3.864 2.279 0.010
O 2.765 4.608 2.109 -0.065
H 0.462 -3.715 -1.293 0.047
H 1.319 -4.951 -1.266 0.026
O 0.397 -4.664 -1.094 -0.077
H 2.034 -3.127 5.103 0.068
H 2.937 -3.155 4.019 0.065
O 2.901 -2.735 4.908 -0.050
H 5.751 2.218 -1.157 0.037
O 5.375 2.577 -0.351 -0.060
H 2.697 2.013 3.449 0.066
H 1.113 1.973 3.555 0.010
O 1.837 2.292 3.112 -0.015
H -0.139 1.738 -3.320 -0.001
H -1.256 2.642 -4.116 0.033
O -0.851 1.781 -3.996 -0.072
H 1.452 2.970 -0.428 -0.006
H 0.832 4.178 -1.304 0.049
O 1.585 3.565 -1.161 -0.059
H 3.085 1.117 -5.128 -0.005
H 2.324 -0.156 -4.640 0.005
O 2.793 0.252 -5.373 -0.069
H 4.183 -3.372 -0.891 0.017
H 3.657 -4.025 -2.344 0.077
O 3.514 -3.525 -1.542 -0.022
H -3.175 3.857 -0.411 0.043
H -4.530 3.383 0.063 0.019
O -4.072 4.173 -0.241 -0.036
H -0.118 -5.968 0.236 0.032
O -0.849 -5.627 0.772 -0.058
H 5.554 -1.197 -3.421 0.034
H 4.215 -1.363 -3.965 0.038
O 4.656 -0.938 -3.210 -0.058
H -3.822 2.521 -2.196 -0.010
O -4.255 2.652 -3.051 -0.057
H -2.940 -0.495 2.912 0.026
H -4.108 -0.232 3.856 0.048
O -3.789 -0.036 2.965 -0.037
H -1.301 4.235 2.878 -0.006
H -0.207 4.793 3.705 0.062
O -0.785 4.010 3.659 -0.072
H 3.157 -3.357 0.626 -0.011
H 1.919 -2.681 0.954 0.021
O 2.588 -3.242 1.393 -0.053
H 1.214 -1.587 -2.060 0.026
H -0.198 -1.359 -2.558 0.010
O 0.695 -1.551 -2.880 -0.046
H 3.165 -1.240 4.316 -0.004
H 3.432 -0.707 2.864 0.023
O 2.952 -0.502 3.679 -0.096
H -3.977 -4.210 0.765 0.025
H -4.263 -2.791 0.959 0.031
O -4.700 -3.637 1.057 -0.037
H -2.880 2.048 1.776 0.013
H -2.129 2.180 3.036 -0.010
O -2.104 2.511 2.125 -0.073
H -1.419 -2.469 4.401 0.038
H -0.144 -1.673 3.929 0.050
O -1.097 -1.772 3.857 -0.032
H -2.556 0.998 0.173 0.000
H -2.192 0.130 -1.175 0.017
O -2.768 0.758 -0.729 -0.040
H 2.317 1.684 0.972 0.052
H 1.936 1.190 -0.425 0.046
O 1.645 1.163 0.501 -0.061
H -2.238 -0.410 5.386 0.007
O -1.901 -0.941 6.147 -0.090
H 3.186 -5.570 -1.063 0.030
H 2.728 -6.251 0.417 0.047
O 2.560 -5.959 -0.452 -0.025
H -1.020 -6.338 1.389 0.048
H 4.658 4.586 0.433 0.007
H -4.254 1.759 -3.416 0.026
H -0.406 -0.050 0.635 0.045
H 4.902 3.352 -0.704 0.013
H -1.103 -0.398 5.964 0.050
O -5.451 1.193 0.117 -0.065
H -5.262 1.267 1.073 0.026
H -5.607 0.231 0.141 0.006
O -2.692 -4.484 -1.680 -0.038
H -3.012 -4.794 -0.835 -0.002
H -1.741 -4.405 -1.520 0.001
O -2.243 -0.838 -3.336 -0.054
H -2.264 -1.628 -3.928 0.045
H -2.923 -0.421 -3.888 0.054
O -2.981 5.297 2.393 -0.060
H -2.618 6.138 2.114 0.045
H -3.691 5.163 1.743 0.029
O 0.962 6.028 -2.252 -0.057
H 1.792 5.537 -2.360 0.035
H 1.208 6.562 -1.484 0.051
O -0.077 1.104 -1.521 -0.098
H 0.460 0.477 -0.932 0.034
H -0.693 1.590 -0.970 0.039
O -0.500 -3.701 -3.991 -0.056
H -0.968 -3.395 -4.777 0.024
H -1.058 -3.462 -3.258 -0.019

***

# 5
16
Properties=species:S:1:pos:R:3:lowdin_charge:R:1 method="wB97M-V/def2-TZVPD" de_lowest_kj_mol=479.16 orbital_gap_ev="8.332 / 8.331" e_homo_ev="-14.58 / -14.58" total_charge=+1 e_tot_ev=-10339.170
C 0.086 -0.024 1.128 0.066
C -0.997 4.219 1.259 0.092
C -0.099 0.900 0.226 0.170
C 0.224 -1.140 0.241 -0.264
C 0.135 0.661 -1.140 -0.330
C 0.386 1.244 -2.298 0.224
C 0.026 -2.642 0.344 0.039
N 0.179 -0.726 -1.008 0.159
N -0.842 3.141 0.776 0.126
H -0.220 0.031 2.168 0.149
H -1.185 5.153 1.642 0.055
H 0.236 2.392 -2.275 0.134
H 0.595 0.742 -3.214 0.097
H 0.839 -3.092 0.862 0.084
H -0.040 -2.722 -0.727 0.085
H -0.973 -2.793 0.794 0.113

***

# 6
122
Properties=species:S:1:pos:R:3:lowdin_charge:R:1 method="wB97M-V/def2-TZVPD" orbital_gap_ev=6.898 e_homo_ev=-10.42 total_charge=+1 e_tot_ev=-69960.788
C -6.009 -1.484 1.444 -0.076
N -4.903 -2.275 2.053 -0.113
C -4.654 -3.562 1.354 -0.077
B -3.685 -1.486 2.269 -0.469
O -3.525 -0.873 3.560 0.096
C -2.531 -1.202 1.184 -0.014
C -3.018 -0.946 -0.184 0.073
N -1.786 -0.787 -0.869 0.095
C -0.689 -0.918 -0.007 0.022
N -1.118 -1.185 1.275 0.007
C -0.367 -1.443 2.515 0.030
C 0.606 -2.690 2.413 -0.354
O 0.877 -3.299 3.386 0.171
F 1.169 -3.024 1.179 0.073
H -5.892 -0.393 1.734 0.094
H -6.973 -1.869 1.901 0.110
H -6.071 -1.592 0.323 0.088
H -4.672 -4.445 2.056 0.088
H -5.480 -3.727 0.597 0.102
H -3.684 -3.620 0.784 0.085
H -4.083 -0.073 3.620 0.115
H -4.063 -0.927 -0.563 0.142
H -1.732 -0.615 -1.877 0.164
H 0.396 -0.862 -0.253 0.174
H 0.265 -0.542 2.765 0.141
H -1.048 -1.586 3.405 0.163
C 1.195 2.094 -2.355 -0.102
C -0.084 2.248 -1.829 -0.118
C -0.520 3.505 -1.424 -0.095
C 0.319 4.606 -1.552 -0.082
C 1.595 4.450 -2.080 -0.076
C 2.035 3.194 -2.477 -0.083
H 1.538 1.114 -2.670 0.096
H -0.738 1.390 -1.738 0.055
H -1.514 3.627 -1.010 0.100
H -0.023 5.586 -1.240 0.107
H 2.248 5.309 -2.180 0.110
H 3.031 3.072 -2.884 0.106
C -6.877 -7.385 5.363 -0.091
C -7.727 -8.016 4.462 -0.090
C -8.112 -7.366 3.296 -0.093
C -7.640 -6.087 3.026 -0.101
C -6.787 -5.457 3.924 -0.113
C -6.409 -6.104 5.095 -0.095
H -6.579 -7.891 6.274 0.103
H -8.090 -9.016 4.670 0.104
H -8.780 -7.856 2.598 0.102
H -7.937 -5.582 2.113 0.096
H -6.417 -4.459 3.712 0.083
H -5.748 -5.610 5.798 0.101
C -7.535 1.807 0.083 -0.121
C -8.383 1.249 -0.865 -0.105
C -9.761 1.348 -0.710 -0.086
C -10.290 2.012 0.390 -0.083
C -9.441 2.573 1.337 -0.087
C -8.063 2.467 1.187 -0.100
H -6.460 1.726 -0.038 0.087
H -7.969 0.737 -1.727 0.088
H -10.422 0.907 -1.447 0.105
H -11.364 2.094 0.509 0.106
H -9.853 3.093 2.194 0.105
H -7.401 2.899 1.929 0.099
C 3.083 1.016 4.764 -0.094
C 2.546 -0.151 4.233 -0.125
C 2.338 -1.258 5.049 -0.088
C 2.659 -1.193 6.400 -0.076
C 3.193 -0.025 6.931 -0.080
C 3.409 1.078 6.113 -0.083
H 3.248 1.878 4.126 0.107
H 2.290 -0.198 3.178 0.079
H 1.925 -2.170 4.629 0.070
H 2.494 -2.054 7.037 0.107
H 3.442 0.025 7.985 0.107
H 3.830 1.986 6.527 0.106
C -5.320 1.067 -3.972 -0.112
C -4.467 0.344 -4.798 -0.112
C -4.848 0.047 -6.101 -0.092
C -6.078 0.481 -6.581 -0.083
C -6.929 1.207 -5.755 -0.082
C -6.552 1.496 -4.450 -0.098
H -5.024 1.296 -2.953 0.086
H -3.503 0.011 -4.427 0.083
H -4.186 -0.522 -6.744 0.104
H -6.373 0.254 -7.598 0.107
H -7.888 1.547 -6.130 0.107
H -7.218 2.057 -3.804 0.096
C 6.974 0.241 2.426 -0.083
C 5.741 -0.398 2.400 -0.095
C 5.120 -0.663 1.185 -0.104
C 5.737 -0.297 -0.005 -0.095
C 6.972 0.340 0.020 -0.095
C 7.589 0.613 1.235 -0.090
H 7.457 0.451 3.374 0.105
H 5.262 -0.690 3.328 0.092
H 4.154 -1.157 1.166 0.085
H 5.255 -0.508 -0.954 0.098
H 7.454 0.624 -0.909 0.081
H 8.550 1.114 1.255 0.104
C 7.629 3.548 -2.387 -0.115
C 8.146 3.902 -1.147 -0.098
C 9.072 4.934 -1.047 -0.090
C 9.474 5.618 -2.188 -0.090
C 8.954 5.266 -3.428 -0.093
C 8.035 4.229 -3.529 -0.114
H 6.909 2.741 -2.464 0.097
H 7.826 3.372 -0.256 0.089
H 9.479 5.205 -0.080 0.102
H 10.193 6.426 -2.110 0.103
H 9.267 5.801 -4.318 0.104
H 7.634 3.951 -4.497 0.104
C 9.340 0.687 -3.491 -0.100
C 9.671 1.382 -4.648 -0.094
C 9.725 0.716 -5.867 -0.090
C 9.439 -0.643 -5.931 -0.096
C 9.105 -1.337 -4.774 -0.098
C 9.060 -0.673 -3.553 -0.098
H 9.301 1.206 -2.540 0.087
H 9.887 2.442 -4.600 0.092
H 9.990 1.257 -6.769 0.102
H 9.477 -1.161 -6.882 0.101
H 8.880 -2.397 -4.824 0.100
H 8.804 -1.216 -2.650 0.096